Below is C48H50FN7O7Ta as an isolated structure in a non-equilibrium geometry, with properties calculated with wB97M-V/def2-TZVPD.

Summary:
- charge = +1
- LUMO (Ha) = -0.174

Geometry (Å):
Ta -0.212 -0.271 0.049
C -3.916 1.475 -4.743
C -3.882 2.235 -3.408
C -2.591 2.026 -2.679
C -1.496 2.827 -2.679
C -1.345 4.157 -3.340
C -1.608 5.310 -2.359
C -0.482 2.205 -1.846
N -1.010 0.997 -1.349
C -2.292 0.866 -1.866
C -3.157 -0.185 -1.628
C -2.946 -1.295 -0.808
C -3.849 -2.386 -0.605
C -5.233 -2.456 -1.173
C -6.233 -1.640 -0.339
C -3.232 -3.296 0.211
C -1.920 -2.797 0.527
C -0.952 -3.405 1.251
C 0.332 -2.896 1.611
N 0.798 -1.644 1.253
C 2.010 -1.474 1.880
C 2.703 -0.183 1.916
C 2.668 0.712 0.769
N 1.487 0.985 0.091
C 1.724 2.099 -0.694
C 0.743 2.680 -1.569
C 3.026 2.533 -0.503
C 3.627 1.658 0.436
C 5.055 1.658 0.888
C 5.915 0.725 0.025
C 3.633 3.760 -1.117
C 4.207 3.515 -2.517
C 2.325 -2.597 2.625
C 1.267 -3.510 2.440
C 1.114 -4.847 3.102
C 0.323 -4.747 4.414
C 3.576 -2.804 3.429
C 4.749 -3.271 2.559
N -1.785 -1.534 -0.092
C -3.784 -4.601 0.679
C -3.384 -5.754 -0.254
H -4.874 1.614 -5.245
H -3.761 0.405 -4.588
H -3.126 1.832 -5.406
H -4.714 1.914 -2.776
H -4.020 3.301 -3.591
H -2.043 4.224 -4.174
H -0.341 4.249 -3.760
H -2.624 5.254 -1.963
H -1.487 6.273 -2.857
H -0.914 5.273 -1.516
H -4.120 -0.129 -2.114
H -5.552 -3.498 -1.215
H -5.225 -2.087 -2.201
H -6.319 -2.053 0.668
H -7.221 -1.650 -0.798
H -5.906 -0.602 -0.245
H -1.194 -4.390 1.631
H 3.701 -0.266 2.323
H 1.026 3.604 -2.057
H 5.120 1.358 1.936
H 5.450 2.674 0.829
H 5.559 -0.306 0.094
H 6.958 0.750 0.347
H 5.877 1.022 -1.024
H 4.425 4.130 -0.463
H 2.878 4.548 -1.163
H 5.039 2.811 -2.480
H 4.576 4.447 -2.948
H 3.449 3.104 -3.186
H 2.104 -5.257 3.309
H 0.620 -5.545 2.423
H 0.841 -4.102 5.127
H 0.199 -5.730 4.869
H -0.667 -4.319 4.240
H 3.384 -3.543 4.209
H 3.843 -1.875 3.941
H 4.495 -4.193 2.033
H 5.636 -3.456 3.165
H 4.999 -2.519 1.805
H -4.872 -4.533 0.731
H -3.430 -4.806 1.690
H -3.741 -5.572 -1.270
H -3.814 -6.693 0.095
H -2.300 -5.868 -0.295
F 2.448 -3.327 -4.848
C 1.888 -2.682 -3.811
C 0.535 -2.825 -3.585
C -0.033 -2.161 -2.506
C 0.731 -1.353 -1.651
C 2.100 -1.240 -1.932
C 2.685 -1.895 -3.005
H -0.059 -3.446 -4.244
H -1.096 -2.288 -2.346
H 2.740 -0.628 -1.307
H 3.741 -1.798 -3.222
O 0.525 6.534 3.720
N -0.548 6.013 3.506
O -1.623 6.572 3.511
C -0.542 4.581 3.160
C 0.614 3.877 3.284
C 0.612 2.520 2.973
C -0.545 1.827 2.455
O -0.549 0.596 2.142
C -1.685 2.680 2.306
C -1.708 3.991 2.679
N -2.899 2.135 1.688
O -2.751 1.211 0.913
O -3.958 2.655 1.954
N 1.863 1.859 3.076
O 2.901 2.440 3.057
O 1.820 0.585 3.111
H 1.517 4.368 3.622
H -2.614 4.574 2.581

Atom charges from the Löwdin analysis, given in e for atoms 1 to 99: 2.053 -0.071 -0.178 -0.113 -0.106 -0.175 -0.070 -0.204 -0.065 -0.198 0.026 -0.206 -0.116 -0.178 -0.070 -0.099 -0.202 0.091 -0.200 -0.062 -0.190 -0.008 -0.240 -0.060 -0.207 0.074 -0.116 -0.133 -0.176 -0.063 -0.180 -0.072 -0.113 -0.113 -0.183 -0.076 -0.177 -0.072 -0.079 -0.174 -0.068 0.078 0.073 0.080 0.114 0.111 0.112 0.117 0.080 0.079 0.069 0.112 0.110 0.113 0.080 0.078 0.074 0.122 0.140 0.118 0.107 0.114 0.069 0.080 0.069 0.109 0.110 0.067 0.078 0.075 0.110 0.111 0.078 0.077 0.073 0.110 0.113 0.082 0.078 0.064 0.114 0.115 0.080 0.079 0.075 0.070 -0.283 -0.004 -0.105 -0.245 -0.102 -0.003 0.122 0.085 0.081 0.122 0.100 -0.351 0.106